Computed, not measured: a 6-piece molecular cluster, C18H33N6O9 overall, with ωB97M-V/def2-TZVPD.

Last column: natural (NBO) charge in e.
Atoms and positions in Å:
N1 12.41 -23.67 -52.53  0.70
O1 12.62 -22.92 -51.60  -0.51
O2 13.10 -23.53 -53.66  -0.64
O3 11.33 -24.16 -52.71  -0.52
C1 12.02 -24.31 -48.82  -0.17
C2 12.49 -24.15 -47.36  -0.22
C3 11.58 -24.56 -46.16  -0.18
C4 10.12 -25.04 -46.63  0.01
C5 9.70 -25.06 -48.05  -0.15
C6 10.73 -24.71 -49.18  -0.16
N2 9.18 -25.41 -45.52  0.46
O4 7.90 -25.43 -45.84  -0.42
O5 9.58 -25.62 -44.34  -0.37
H1 12.75 -24.22 -49.62  0.27
H2 13.58 -23.81 -46.96  0.24
H3 11.78 -24.47 -45.16  0.22
H4 8.75 -25.48 -48.23  0.23
H5 10.28 -24.87 -50.02  0.22
C7 9.15 -23.00 -58.06  0.51
O6 9.48 -24.05 -58.71  -0.67
N3 9.62 -22.66 -56.82  -0.42
C8 9.21 -21.38 -56.11  -0.41
C9 10.41 -23.64 -55.98  -0.44
H6 8.62 -22.21 -58.59  0.12
H7 8.15 -21.12 -56.10  0.19
H8 9.53 -20.50 -56.37  0.19
H9 9.49 -21.69 -55.05  0.24
H10 9.84 -24.24 -55.38  0.21
H11 11.30 -23.23 -55.64  0.24
H12 10.63 -24.51 -56.51  0.23
C10 16.71 -23.87 -54.41  0.50
O7 16.98 -22.63 -54.50  -0.62
N4 17.77 -24.89 -54.52  -0.46
C11 17.52 -26.33 -54.58  -0.41
C12 19.09 -24.37 -54.93  -0.43
H13 15.59 -24.34 -54.37  0.17
H14 17.83 -26.60 -55.48  0.19
H15 16.59 -26.44 -54.05  0.22
H16 18.18 -26.86 -54.14  0.18
H17 19.89 -25.13 -54.72  0.18
H18 19.24 -23.56 -54.12  0.25
H19 19.15 -24.28 -56.00  0.20
C13 13.97 -27.25 -58.20  0.53
O8 13.96 -27.60 -59.41  -0.64
N5 13.99 -25.91 -57.88  -0.44
C14 14.21 -25.48 -56.48  -0.43
C15 13.81 -24.79 -58.79  -0.43
H20 14.02 -28.01 -57.19  0.12
H21 14.86 -24.63 -56.17  0.22
H22 14.67 -26.13 -55.97  0.19
H23 13.35 -25.42 -55.81  0.23
H24 14.64 -24.99 -59.62  0.19
H25 13.96 -23.66 -58.45  0.24
H26 13.03 -24.91 -59.45  0.22
C16 7.62 -20.25 -52.12  0.53
O9 8.40 -20.03 -53.10  -0.64
N6 7.55 -21.43 -51.46  -0.42
C17 6.70 -21.72 -50.23  -0.38
C18 8.40 -22.53 -51.98  -0.42
H27 7.02 -19.70 -51.72  0.09
H28 6.36 -22.73 -50.33  0.22
H29 6.05 -21.08 -50.18  0.18
H30 7.09 -21.36 -49.28  0.20
H31 9.40 -22.54 -51.79  0.23
H32 8.29 -22.77 -53.13  0.22
H33 8.09 -23.70 -51.59  0.18

Computed properties:
**Kohn-Sham gap**: 6.09 eV
**E_HOMO**: -5.38 eV
**LUMO energy**: 0.714 eV
**Spin multiplicity**: 1
**Charge**: -1

Computed, not measured: C18H33O3P3Pd as an isolated structure, with ωB97M-V/def2-TZVPD.

Last column: natural (NBO) charge in e.
Atoms and positions in Å:
P1 -0.24 2.92 -0.58  1.21
C1 -1.62 4.13 -0.71  -0.93
H1 -1.32 4.97 -1.36  0.30
H2 -1.84 4.52 0.29  0.27
H3 -2.52 3.66 -1.12  0.27
C2 1.05 4.20 -0.19  -0.91
H4 0.89 5.10 -0.81  0.31
H5 2.05 3.79 -0.39  0.26
H6 0.98 4.48 0.87  0.27
C3 0.16 2.84 -2.38  -0.93
H7 0.13 3.85 -2.81  0.31
H8 -0.56 2.20 -2.91  0.25
H9 1.16 2.42 -2.51  0.25
P2 -1.91 -1.97 -1.15  1.23
C4 -3.70 -1.74 -1.38  -0.98
H10 -4.09 -2.51 -2.06  0.32
H11 -3.88 -0.74 -1.81  0.28
H12 -4.21 -1.81 -0.42  0.28
C5 -1.04 -1.56 -2.68  -0.96
H13 -1.45 -2.16 -3.51  0.32
H14 0.03 -1.78 -2.55  0.26
H15 -1.17 -0.49 -2.90  0.26
C6 -1.59 -3.73 -0.88  -0.97
H16 -2.07 -4.32 -1.68  0.31
H17 -1.97 -4.06 0.09  0.28
H18 -0.50 -3.89 -0.91  0.27
P3 -0.89 -0.01 2.77  1.21
C7 -2.37 0.16 3.79  -0.97
H19 -2.09 0.06 4.84  0.31
H20 -3.13 -0.60 3.55  0.28
H21 -2.81 1.15 3.63  0.29
C8 0.02 -1.45 3.40  -0.96
H22 0.03 -1.42 4.49  0.31
H23 1.05 -1.39 3.02  0.26
H24 -0.43 -2.38 3.05  0.26
C9 0.16 1.38 3.22  -0.96
H25 0.18 1.46 4.32  0.32
H26 -0.24 2.31 2.79  0.26
H27 1.18 1.21 2.84  0.26
Pd1 -1.23 -0.53 0.55  0.29
C10 -1.79 0.98 -0.60  0.34
O1 -2.64 1.30 -1.36  -0.39
C11 -2.39 -1.85 1.42  0.41
O2 -2.97 -2.64 2.04  -0.36
C12 3.48 -2.20 -0.08  -0.07
C13 3.78 -0.79 0.23  -0.41
C14 3.54 0.12 -0.91  -0.10
C15 3.03 -0.31 -2.11  -0.22
C16 2.72 -1.67 -2.33  -0.08
C17 2.98 -2.59 -1.30  -0.23
H28 3.61 -2.93 0.72  0.26
H29 3.36 -0.45 1.20  0.32
H30 3.76 1.17 -0.74  0.24
H31 2.86 0.39 -2.94  0.26
H32 2.33 -2.01 -3.30  0.26
H33 2.74 -3.65 -1.47  0.27
O3 6.04 -0.37 1.31  -0.25
C18 5.39 -0.77 0.43  0.75

Computed properties:
**Kohn-Sham gap (spin up / spin down)**: 6.18 / 5.13 eV
**E_HOMO (spin up / spin down)**: -19.61 / -21.76 eV
**LUMO energy (spin up / spin down)**: -13.436 / -16.627 eV
**Spin multiplicity**: 5
**Charge**: +4
**Expectation value of S²**: 6.045

Computed, not measured: C18H34As3Cl2N2OsS2 as an isolated structure, with ωB97M-V/def2-TZVPD.

Last column: natural (NBO) charge in e.
Atoms and positions in Å:
Os1 -0.07 -0.13 0.04  0.36
C1 -0.35 1.15 3.61  -0.92
As1 -0.14 -0.42 2.45  1.09
C2 -1.55 -1.55 3.17  -0.94
C3 1.39 -1.50 3.14  -0.71
C4 2.85 -1.05 2.98  -0.08
C5 3.73 -2.09 3.70  -0.61
C6 3.31 -1.03 1.51  -0.70
As2 2.41 0.12 0.16  0.99
C7 3.32 1.85 0.36  -0.92
C8 3.34 -0.55 -1.41  -0.93
C9 3.04 0.32 3.63  -0.68
As3 4.94 0.98 3.83  1.38
C10 5.58 0.35 5.56  -0.94
C11 4.58 2.86 4.21  -0.95
H1 -0.11 0.90 4.65  0.25
H2 -1.39 1.46 3.56  0.27
H3 0.26 1.99 3.28  0.24
H4 -1.43 -1.62 4.26  0.26
H5 -1.50 -2.55 2.74  0.26
H6 -2.53 -1.13 2.94  0.26
H7 1.25 -2.48 2.66  0.26
H8 1.19 -1.63 4.21  0.25
H9 3.54 -3.09 3.32  0.25
H10 3.52 -2.09 4.77  0.23
H11 4.79 -1.86 3.55  0.21
H12 3.23 -2.05 1.10  0.26
H13 4.37 -0.74 1.47  0.23
H14 4.35 1.67 0.70  0.23
H15 2.81 2.51 1.06  0.24
H16 3.34 2.34 -0.61  0.27
H17 4.42 -0.55 -1.23  0.26
H18 3.13 0.09 -2.27  0.26
H19 3.03 -1.57 -1.65  0.26
H20 2.65 0.30 4.65  0.26
H21 2.49 1.08 3.07  0.23
H22 5.87 -0.70 5.56  0.28
H23 4.78 0.50 6.30  0.28
H24 6.44 0.95 5.86  0.28
H25 4.13 3.38 3.36  0.26
H26 5.51 3.37 4.46  0.28
H27 3.91 2.92 5.06  0.27
Cl1 0.04 -0.20 -2.21  0.24
C12 -0.99 -1.45 -2.80  -0.12
C13 -1.06 -1.71 -4.16  -0.20
C14 -1.87 -2.75 -4.60  -0.15
C15 -2.58 -3.52 -3.70  -0.18
C16 -2.51 -3.26 -2.33  -0.06
Cl2 -3.37 -4.21 -1.21  0.10
C17 -1.72 -2.19 -1.87  -0.18
S1 -1.70 -1.78 -0.18  0.09
H28 -0.50 -1.12 -4.87  0.25
H29 -1.93 -2.95 -5.66  0.26
H30 -3.20 -4.33 -4.05  0.26
N1 -3.37 2.94 0.15  -0.73
C18 -2.15 3.46 0.05  0.37
N2 -1.97 4.76 -0.14  -0.73
S2 -0.76 2.47 0.18  -0.28
H31 -4.21 3.51 0.08  0.43
H32 -3.49 1.96 0.31  0.43
H33 -2.74 5.40 -0.21  0.43
H34 -1.04 5.14 -0.22  0.44

Computed properties:
**Kohn-Sham gap (spin up / spin down)**: 7.80 / 4.10 eV
**E_HOMO (spin up / spin down)**: -15.53 / -15.86 eV
**LUMO energy (spin up / spin down)**: -7.730 / -11.762 eV
**Spin multiplicity**: 5
**Charge**: +3
**Expectation value of S²**: 6.023

Computed, not measured: C18H34AsO2ReS3Si3 as an isolated structure, with ωB97M-V/def2-TZVPD.

Last column: natural (NBO) charge in e.
Atoms and positions in Å:
Re1 -0.04 -0.59 -0.12  1.16
C1 4.25 0.39 0.31  -0.71
C2 3.06 -0.50 0.21  0.65
O1 1.95 0.08 0.14  -0.65
C3 3.19 -1.94 0.21  -0.30
C4 4.47 -2.52 0.32  -0.11
C5 4.64 -3.88 0.33  -0.24
C6 3.52 -4.71 0.23  -0.12
C7 2.25 -4.17 0.11  -0.28
C8 2.07 -2.79 0.10  0.46
O2 0.81 -2.36 -0.03  -0.79
H1 3.93 1.42 0.27  0.26
H2 4.94 0.19 -0.51  0.26
H3 4.79 0.21 1.24  0.26
H4 5.33 -1.88 0.41  0.23
H5 5.63 -4.31 0.42  0.24
H6 3.64 -5.78 0.24  0.23
H7 1.38 -4.81 0.03  0.23
S1 -1.20 3.68 -1.04  0.14
C9 -0.84 2.16 -0.69  -0.55
S2 -0.36 0.91 -1.85  0.06
S3 -0.79 1.40 0.89  0.01
C10 -1.06 -4.49 -1.68  -1.14
Si1 -2.04 -4.06 -0.15  1.51
C11 -3.67 -4.95 -0.21  -1.14
C12 -1.18 -4.49 1.45  -1.14
As1 -2.33 -1.68 -0.13  -0.49
Si2 -3.67 -1.02 -2.00  1.53
C13 -5.24 -2.02 -1.95  -1.14
C14 -4.05 0.78 -1.85  -1.14
C15 -2.70 -1.44 -3.53  -1.14
Si3 -3.45 -1.14 1.92  1.52
C16 -4.70 -2.48 2.28  -1.14
C17 -4.32 0.49 1.73  -1.14
C18 -2.14 -1.14 3.24  -1.14
H8 -0.71 -5.52 -1.60  0.25
H9 -0.21 -3.83 -1.85  0.25
H10 -1.71 -4.44 -2.56  0.25
H11 -3.44 -6.02 -0.23  0.26
H12 -4.24 -4.73 -1.11  0.25
H13 -4.30 -4.77 0.65  0.25
H14 -0.85 -5.54 1.41  0.25
H15 -1.87 -4.40 2.29  0.25
H16 -0.30 -3.87 1.65  0.25
H17 -5.71 -2.02 -0.96  0.24
H18 -5.09 -3.05 -2.26  0.24
H19 -5.95 -1.56 -2.65  0.26
H20 -4.79 0.96 -1.07  0.25
H21 -4.48 1.12 -2.80  0.26
H22 -3.18 1.40 -1.65  0.25
H23 -2.53 -2.52 -3.61  0.24
H24 -1.74 -0.93 -3.59  0.25
H25 -3.29 -1.14 -4.40  0.26
H26 -5.36 -2.67 1.43  0.25
H27 -5.32 -2.15 3.12  0.26
H28 -4.22 -3.42 2.57  0.24
H29 -5.22 0.38 1.11  0.25
H30 -3.69 1.27 1.30  0.26
H31 -4.64 0.82 2.72  0.26
H32 -1.70 -2.14 3.35  0.25
H33 -2.60 -0.88 4.20  0.26
H34 -1.34 -0.42 3.06  0.24

Computed properties:
**Kohn-Sham gap (spin up / spin down)**: 7.28 / 6.74 eV
**E_HOMO (spin up / spin down)**: -11.04 / -11.18 eV
**LUMO energy (spin up / spin down)**: -3.762 / -4.448 eV
**Spin multiplicity**: 4
**Charge**: +1
**Expectation value of S²**: 3.789

Computed, not measured: C18H34BCuF5O6P as an isolated structure, with ωB97M-V/def2-TZVPD.

Last column: natural (NBO) charge in e.
Atoms and positions in Å:
C1 -2.82 0.21 -6.21  -0.25
O1 -2.64 -0.89 -5.34  -0.54
C2 -1.37 -0.93 -4.74  -0.06
C3 -0.22 -1.12 -5.72  -0.44
C4 1.05 -1.66 -5.06  -0.39
C5 1.51 -0.86 -3.84  -0.40
C6 2.12 0.50 -4.20  -0.41
C7 1.77 1.62 -3.21  -0.38
C8 2.71 1.70 -2.01  -0.39
C9 2.22 2.71 -0.94  -0.39
C10 2.20 2.19 0.51  -0.40
C11 0.88 2.44 1.26  -0.42
C12 0.39 1.38 2.24  0.07
O2 -0.36 2.06 3.22  -0.74
B1 -1.38 1.08 3.81  0.59
C13 -0.65 0.07 4.85  -0.71
C14 -1.68 -0.84 5.57  -0.40
C15 -1.58 -2.33 5.24  -0.46
C16 -0.73 -3.22 6.13  0.61
F1 -1.47 -3.73 7.16  -0.33
F2 -0.28 -4.29 5.40  -0.34
C17 0.55 -2.63 6.77  0.92
F3 0.28 -1.70 7.68  -0.31
F4 1.34 -2.09 5.83  -0.31
F5 1.24 -3.59 7.37  -0.31
O3 -1.80 0.39 2.52  -0.73
C18 -0.63 0.25 1.75  -0.40
P1 -0.99 0.04 0.03  2.35
O4 0.23 -0.04 -0.81  -1.09
O5 -2.00 -1.16 -0.19  -0.96
O6 -1.90 1.35 -0.27  -1.03
H1 -3.88 0.47 -6.18  0.19
H2 -2.23 1.07 -5.88  0.16
H3 -2.52 -0.04 -7.23  0.17
H4 -1.21 0.00 -4.17  0.15
H5 -1.36 -1.74 -4.01  0.19
H6 0.01 -0.19 -6.26  0.20
H7 -0.55 -1.84 -6.48  0.21
H8 0.87 -2.70 -4.76  0.20
H9 1.86 -1.69 -5.80  0.20
H10 0.65 -0.68 -3.19  0.21
H11 2.20 -1.45 -3.23  0.20
H12 1.72 0.80 -5.18  0.20
H13 3.20 0.41 -4.32  0.20
H14 0.75 1.48 -2.84  0.19
H15 1.80 2.59 -3.72  0.19
H16 3.68 2.05 -2.39  0.20
H17 2.86 0.71 -1.57  0.21
H18 2.87 3.58 -0.98  0.21
H19 1.22 3.05 -1.23  0.18
H20 2.47 1.13 0.54  0.21
H21 2.98 2.72 1.05  0.21
H22 0.06 2.62 0.55  0.15
H23 0.98 3.35 1.86  0.24
H24 1.25 0.80 2.60  0.19
H25 -2.32 1.69 4.29  -0.09
H26 -0.06 0.63 5.58  0.23
H27 0.01 -0.59 4.29  0.19
H28 -2.67 -0.53 5.22  0.21
H29 -1.68 -0.66 6.65  0.22
H30 -1.26 -2.47 4.20  0.22
H31 -2.58 -2.76 5.31  0.24
H32 -0.13 -0.71 1.99  0.21
H33 -1.59 -2.01 0.04  0.52
H34 -1.77 1.61 -1.20  0.53
Cu1 -1.61 2.40 1.61  0.92

Computed properties:
**Kohn-Sham gap**: 8.53 eV
**E_HOMO**: -9.18 eV
**LUMO energy**: -0.646 eV
**Spin multiplicity**: 1

Computed, not measured: a 9-piece molecular cluster, C18H34Cl14N2 overall, with ωB97M-V/def2-TZVPD.

Last column: natural (NBO) charge in e.
Atoms and positions in Å:
C1 -25.71 -25.02 -7.90  -0.72
C2 -24.33 -25.56 -7.83  0.33
N1 -23.23 -25.97 -7.78  -0.39
H1 -25.80 -24.89 -8.98  0.27
H2 -25.76 -24.01 -7.48  0.25
H3 -26.44 -25.62 -7.36  0.27
C3 -20.30 -26.48 -9.21  -0.73
C4 -20.31 -26.17 -10.63  0.29
N2 -20.37 -25.81 -11.73  -0.34
H4 -21.30 -26.82 -8.95  0.28
H5 -20.08 -25.58 -8.64  0.25
H6 -19.50 -27.18 -8.93  0.26
Cl1 -26.78 -22.18 -1.75  -0.06
C5 -25.78 -21.70 -3.13  -0.39
C6 -24.94 -20.52 -2.61  -0.38
Cl2 -26.02 -19.11 -2.32  -0.07
H7 -26.43 -21.35 -3.94  0.22
H8 -25.23 -22.59 -3.44  0.23
H9 -24.27 -20.17 -3.41  0.23
H10 -24.30 -20.74 -1.75  0.23
Cl3 -19.23 -28.80 -5.89  -0.04
C7 -20.28 -28.35 -4.57  -0.41
C8 -19.59 -28.59 -3.23  -0.40
Cl4 -20.77 -29.03 -2.02  -0.04
H11 -21.19 -28.95 -4.62  0.22
H12 -20.65 -27.32 -4.56  0.22
H13 -19.15 -27.69 -2.82  0.23
H14 -18.81 -29.35 -3.32  0.22
Cl5 -20.80 -19.46 -2.69  -0.07
C9 -19.51 -19.54 -3.90  -0.39
C10 -20.11 -19.72 -5.30  -0.39
Cl6 -18.75 -19.96 -6.36  -0.04
H15 -18.88 -20.40 -3.67  0.23
H16 -19.02 -18.57 -3.84  0.23
H17 -20.75 -18.90 -5.63  0.23
H18 -20.69 -20.64 -5.38  0.21
Cl7 -23.38 -20.36 -6.36  -0.11
C11 -24.39 -19.45 -7.59  -0.35
C12 -25.07 -20.43 -8.45  -0.42
Cl8 -25.71 -19.72 -9.91  -0.03
H19 -23.71 -18.85 -8.20  0.24
H20 -25.10 -18.89 -6.98  0.23
H21 -25.88 -20.97 -7.96  0.22
H22 -24.43 -21.22 -8.83  0.22
Cl9 -22.31 -22.99 -3.61  -0.04
C13 -22.08 -23.35 -5.27  -0.43
C14 -21.31 -24.65 -5.57  -0.36
Cl10 -19.62 -24.58 -4.85  -0.08
H23 -21.46 -22.54 -5.64  0.21
H24 -23.06 -23.20 -5.71  0.23
H25 -21.33 -24.84 -6.65  0.24
H26 -21.79 -25.55 -5.18  0.22
Cl11 -16.31 -24.52 -8.27  -0.07
C15 -16.66 -25.33 -6.74  -0.40
C16 -15.38 -25.36 -6.00  -0.35
Cl12 -15.83 -25.90 -4.29  -0.11
H27 -17.06 -26.31 -7.02  0.23
H28 -17.39 -24.66 -6.28  0.24
H29 -15.02 -24.34 -5.92  0.23
H30 -14.70 -26.11 -6.42  0.23
Cl13 -20.06 -25.26 -0.84  -0.05
C17 -21.64 -24.65 -0.36  -0.40
C18 -22.39 -25.56 0.67  -0.40
Cl14 -23.22 -26.88 -0.13  -0.05
H31 -22.20 -24.53 -1.29  0.23
H32 -21.46 -23.65 0.03  0.22
H33 -23.13 -24.95 1.19  0.22
H34 -21.79 -26.03 1.45  0.23

Computed properties:
**Kohn-Sham gap**: 10.26 eV
**E_HOMO**: -10.48 eV
**Structure (SMILES)**: ClCCCl.ClCCCl.ClCCCl.ClCCCl.ClCCCl.ClCCCl.ClCCCl.CC#N.CC#N
**LUMO energy**: -0.217 eV
**Spin multiplicity**: 1

Computed, not measured: a 8-piece molecular cluster, C18H34Cl14O3 overall, with ωB97M-V/def2-TZVPD.

Last column: natural (NBO) charge in e.
Atoms and positions in Å:
C1 9.88 -6.10 15.88  -0.64
C2 8.44 -5.95 15.52  0.07
C3 7.97 -6.70 14.25  -0.10
O1 6.86 -7.48 14.68  -0.50
C4 6.67 -7.34 16.00  0.98
O2 5.82 -7.91 16.62  -0.61
O3 7.60 -6.52 16.54  -0.49
H1 10.54 -5.83 15.06  0.24
H2 10.09 -7.14 16.13  0.22
H3 10.12 -5.55 16.80  0.23
H4 8.13 -4.92 15.36  0.18
H5 8.77 -7.32 13.83  0.20
H6 7.66 -5.96 13.52  0.20
Cl1 9.35 -5.88 22.56  -0.06
C5 10.68 -6.03 21.37  -0.39
C6 10.22 -5.98 19.94  -0.39
Cl2 9.32 -7.44 19.42  -0.06
H7 11.10 -7.00 21.62  0.23
H8 11.44 -5.27 21.55  0.22
H9 11.09 -5.89 19.29  0.22
H10 9.52 -5.17 19.75  0.23
Cl3 11.39 -9.70 8.75  -0.05
C7 10.69 -9.64 10.37  -0.40
C8 9.19 -9.58 10.38  -0.39
Cl4 8.61 -9.14 12.00  -0.05
H11 11.13 -8.82 10.95  0.22
H12 11.05 -10.51 10.92  0.22
H13 8.71 -10.51 10.09  0.23
H14 8.77 -8.89 9.64  0.23
Cl5 1.87 -8.18 20.45  -0.05
C9 2.64 -9.09 19.13  -0.40
C10 4.14 -9.15 19.21  -0.38
Cl6 4.71 -9.83 20.76  -0.07
H15 2.36 -8.59 18.20  0.22
H16 2.17 -10.06 19.02  0.22
H17 4.63 -8.18 19.11  0.23
H18 4.49 -9.80 18.41  0.23
Cl7 2.73 -7.11 12.83  -0.06
C11 3.50 -8.25 13.95  -0.40
C12 4.50 -9.17 13.30  -0.39
Cl8 3.76 -10.31 12.15  -0.06
H19 2.70 -8.84 14.40  0.22
H20 4.02 -7.70 14.74  0.23
H21 5.01 -9.75 14.07  0.23
H22 5.29 -8.60 12.81  0.23
Cl9 12.81 -5.55 13.73  -0.04
C13 13.11 -6.29 12.16  -0.40
C14 12.28 -5.66 11.05  -0.38
Cl10 10.53 -5.86 11.32  -0.07
H23 12.83 -7.35 12.23  0.22
H24 14.16 -6.28 11.88  0.23
H25 12.52 -6.11 10.09  0.23
H26 12.48 -4.59 11.02  0.22
Cl11 5.95 -8.90 8.80  -0.06
C15 5.67 -7.16 8.54  -0.38
C16 6.62 -6.30 9.34  -0.40
Cl12 6.43 -6.52 11.08  -0.05
H27 4.64 -6.91 8.75  0.23
H28 5.90 -7.02 7.49  0.22
H29 6.42 -5.26 9.09  0.23
H30 7.63 -6.53 9.01  0.22
Cl13 9.10 -2.56 17.80  -0.07
C17 7.44 -3.20 17.96  -0.39
C18 6.52 -2.29 18.73  -0.39
Cl14 6.66 -2.55 20.48  -0.05
H31 7.44 -4.22 18.32  0.24
H32 7.06 -3.20 16.93  0.21
H33 5.49 -2.57 18.51  0.23
H34 6.67 -1.25 18.46  0.23

Computed properties:
**Kohn-Sham gap**: 10.49 eV
**E_HOMO**: -10.31 eV
**Structure (SMILES)**: C[C@H]1COC(=O)O1.ClCCCl.ClCCCl.ClCCCl.ClCCCl.ClCCCl.ClCCCl.ClCCCl
**LUMO energy**: 0.180 eV
**Spin multiplicity**: 1

Taking the records one at a time from the top gives relative energy (zero: lowest compared OMol25 entry of this formula, charge and spin) values of 127.8 2.5 23.1 0.0 0.0 39.4 0.0 kcal per mole.